Record 1
Computed, not measured: a cluster of 6 separate species, C25H63NO6SSi in total, with the ωB97M-V functional and the def2-TZVPD basis.

2S+1: 1
LUMO energy: 0.82 eV
E_HOMO: -8.7 eV
Structure (SMILES): C=C[Si@](N)(S)COCC.CCOCC.CCOCC.CCOCC.CCOCC.CCOCC

Positions of all 97 atoms, in Å:
C (3.025, 0.286, 0.145)
C (2.600, 1.551, 0.048)
Si (0.962, 2.011, -0.695)
N (0.539, 0.787, -1.872)
S (1.170, 3.919, -1.614)
C (-0.463, 2.171, 0.538)
O (-1.575, 2.784, -0.125)
C (-2.821, 2.141, 0.071)
C (-2.939, 0.789, -0.607)
H (2.342, -0.536, 0.339)
H (4.072, 0.033, -0.003)
H (3.256, 2.362, 0.361)
H (0.343, -0.083, -1.377)
H (-0.365, 1.042, -2.269)
H (-0.148, 4.162, -1.516)
H (-0.172, 2.795, 1.392)
H (-0.724, 1.188, 0.942)
H (-3.060, 2.066, 1.138)
H (-3.562, 2.813, -0.363)
H (-2.185, 0.080, -0.263)
H (-3.908, 0.356, -0.354)
H (-2.873, 0.875, -1.692)
C (-1.487, -1.223, -5.003)
C (-0.700, -2.045, -3.997)
O (-1.507, -2.718, -3.043)
C (-2.428, -3.658, -3.575)
C (-1.783, -4.796, -4.344)
H (-2.154, -0.527, -4.490)
H (-0.800, -0.651, -5.628)
H (-2.096, -1.847, -5.659)
H (-0.059, -1.387, -3.410)
H (-0.041, -2.752, -4.513)
H (-3.172, -3.156, -4.205)
H (-2.959, -4.051, -2.708)
H (-1.300, -4.448, -5.258)
H (-2.545, -5.517, -4.636)
H (-1.030, -5.297, -3.733)
C (4.298, 3.589, 4.860)
C (3.826, 2.179, 4.558)
O (4.234, 1.689, 3.292)
C (5.632, 1.610, 3.083)
C (6.355, 0.693, 4.055)
H (3.998, 4.271, 4.062)
H (3.866, 3.938, 5.799)
H (5.382, 3.649, 4.965)
H (2.736, 2.150, 4.528)
H (4.139, 1.494, 5.356)
H (6.083, 2.609, 3.098)
H (5.739, 1.228, 2.067)
H (6.328, 1.076, 5.076)
H (7.402, 0.600, 3.764)
H (5.902, -0.299, 4.052)
C (-7.307, -2.649, 2.234)
C (-6.964, -2.177, 0.832)
O (-5.634, -1.712, 0.687)
C (-4.615, -2.659, 0.960)
C (-4.650, -3.880, 0.057)
H (-7.084, -1.871, 2.965)
H (-8.369, -2.889, 2.293)
H (-6.750, -3.545, 2.513)
H (-7.587, -1.322, 0.567)
H (-7.179, -2.966, 0.102)
H (-4.639, -2.961, 2.014)
H (-3.680, -2.119, 0.804)
H (-5.540, -4.489, 0.223)
H (-3.779, -4.507, 0.249)
H (-4.638, -3.575, -0.990)
C (7.071, 7.677, 6.550)
C (5.850, 7.021, 7.169)
O (5.994, 5.630, 7.398)
C (7.036, 5.252, 8.280)
C (6.893, 5.811, 9.685)
H (7.361, 7.158, 5.634)
H (6.848, 8.716, 6.305)
H (7.927, 7.674, 7.226)
H (5.001, 7.103, 6.488)
H (5.568, 7.537, 8.093)
H (8.013, 5.520, 7.862)
H (6.993, 4.162, 8.310)
H (6.997, 6.897, 9.707)
H (7.666, 5.392, 10.330)
H (5.917, 5.556, 10.100)
C (-3.715, -3.186, -9.038)
C (-2.940, -4.058, -8.066)
O (-3.751, -4.733, -7.119)
C (-4.709, -5.630, -7.652)
C (-4.109, -6.770, -8.458)
H (-4.350, -2.483, -8.497)
H (-3.020, -2.621, -9.660)
H (-4.349, -3.775, -9.702)
H (-2.271, -3.439, -7.467)
H (-2.309, -4.770, -8.611)
H (-5.453, -5.092, -8.251)
H (-5.231, -6.028, -6.782)
H (-3.633, -6.418, -9.374)
H (-4.892, -7.474, -8.742)
H (-3.359, -7.300, -7.869)


Record 2
Computed, not measured: a structure of composition C25H64Cu2N3O9, with the ωB97M-V functional and the def2-TZVPD basis.

2S+1: 3
Net charge: +3
LUMO energy (alpha / beta): -8.90 / -11.23 eV
⟨S²⟩: 2.01
E_HOMO (alpha / beta): -14.9 / -14.9 eV
ΔE to the lowest compared entry with this formula, charge and spin: 0.000 eV

Positions of all 103 atoms, in Å:
Cu (1.845, 1.065, 3.172)
Cu (4.183, 1.378, 0.059)
C (0.274, -0.153, -0.079)
C (1.107, 1.138, -0.008)
C (0.191, 2.335, 0.040)
O (2.084, 1.059, 1.009)
H (-0.664, 0.030, -0.606)
H (0.008, -0.541, 0.907)
H (0.862, -0.896, -0.619)
H (1.618, 1.152, -0.981)
H (-0.614, 2.260, -0.694)
H (0.664, 3.305, -0.133)
H (-0.314, 2.556, 0.990)
C (2.308, -4.115, -0.852)
O (2.950, -3.485, 0.230)
C (3.610, -2.266, -0.103)
C (4.062, -1.732, 1.270)
N (4.887, -0.513, 1.255)
C (6.244, -0.870, 0.838)
C (7.165, 0.345, 0.966)
O (6.362, 1.511, 0.763)
C (7.181, 2.702, 0.763)
H (2.786, -3.907, -1.816)
H (1.246, -3.850, -0.825)
H (2.410, -5.198, -0.767)
H (2.943, -1.579, -0.626)
H (4.488, -2.589, -0.669)
H (4.406, -2.484, 1.981)
H (3.111, -1.376, 1.690)
H (4.963, -0.140, 2.195)
H (6.294, -1.180, -0.208)
H (6.616, -1.724, 1.410)
H (7.974, 0.358, 0.235)
H (7.550, 0.290, 1.990)
H (7.928, 2.555, 1.549)
H (6.662, 3.623, 1.005)
H (7.734, 2.653, -0.177)
C (-2.124, -4.098, -4.018)
O (-1.718, -2.750, -4.209)
C (-0.366, -2.544, -3.841)
C (-0.263, -1.013, -3.586)
N (-0.574, -0.460, -4.892)
C (-0.499, 0.981, -5.111)
C (-1.557, 1.392, -6.172)
O (-2.786, 0.819, -5.766)
C (-3.326, -0.112, -6.743)
H (-3.160, -4.255, -4.305)
H (-2.056, -4.528, -3.012)
H (-1.511, -4.806, -4.584)
H (0.291, -2.775, -4.682)
H (-0.089, -3.104, -2.948)
H (0.796, -0.786, -3.414)
H (-0.785, -0.590, -2.727)
H (-1.524, -0.809, -5.111)
H (0.438, 1.386, -5.500)
H (-0.783, 1.533, -4.213)
H (-1.214, 1.234, -7.194)
H (-1.607, 2.468, -5.987)
H (-3.628, 0.526, -7.580)
H (-4.311, -0.316, -6.324)
H (-2.728, -0.943, -7.114)
C (-2.366, -3.294, 6.623)
O (-2.233, -2.216, 5.723)
C (-3.005, -2.291, 4.541)
C (-2.667, -1.200, 3.549)
N (-3.021, 0.135, 3.989)
C (-2.705, 1.191, 3.043)
C (-3.315, 2.529, 3.548)
O (-4.684, 2.286, 3.731)
C (-5.432, 3.484, 3.856)
H (-2.349, -4.237, 6.062)
H (-3.264, -3.252, 7.239)
H (-1.476, -3.393, 7.242)
H (-4.040, -2.190, 4.887)
H (-2.828, -3.275, 4.100)
H (-3.226, -1.483, 2.651)
H (-1.599, -1.238, 3.330)
H (-3.987, 0.277, 4.317)
H (-3.269, 0.951, 2.134)
H (-1.633, 1.362, 2.938)
H (-3.199, 3.219, 2.708)
H (-2.741, 2.830, 4.428)
H (-5.135, 4.120, 4.694)
H (-6.437, 3.160, 4.128)
H (-5.521, 4.119, 2.973)
C (0.418, 6.159, -0.080)
C (0.792, 7.502, -0.645)
O (0.233, 8.510, 0.225)
H (1.067, 5.931, 0.770)
H (0.541, 5.388, -0.846)
H (-0.602, 6.109, 0.303)
H (0.377, 7.691, -1.636)
H (1.858, 7.735, -0.623)
H (-0.112, 8.120, 1.028)
C (-1.762, -3.148, 0.222)
C (-2.732, -4.317, 0.436)
O (-3.969, -4.009, -0.143)
H (-2.143, -2.238, 0.706)
H (-1.642, -2.845, -0.820)
H (-0.768, -3.306, 0.652)
H (-2.847, -4.528, 1.504)
H (-2.181, -5.156, 0.009)
H (-4.442, -3.362, 0.382)